[1]
Entry from the Open Molecules 2025 dataset: 10 unconnected molecules or ions with the total composition C22H64N6O10 (the ωB97M-V functional and the def2-TZVPD basis).

Each line ends with the Mulliken charge.
Cartesian coordinates (Å):
C: 24.487 16.921 21.812  -0.512
O: 25.390 17.623 20.973  -0.503
H: 24.956 16.130 22.432  0.193
H: 23.657 16.329 21.350  0.166
H: 24.123 17.583 22.598  0.456
H: 24.972 18.423 20.674  0.310
C: 29.130 12.416 17.126  0.336
O: 28.292 13.267 16.371  -0.716
N: 28.834 12.056 18.313  -0.206
N: 30.225 11.906 16.734  -0.386
H: 27.947 12.385 18.728  -0.266
H: 29.531 11.679 18.893  0.229
H: 30.567 12.248 15.828  0.311
H: 30.779 11.265 17.322  0.182
C: 23.308 17.476 18.322  0.589
O: 23.426 18.501 19.166  -0.775
N: 23.799 16.302 18.637  0.258
N: 22.844 17.551 17.104  -0.360
H: 24.379 16.379 19.487  -0.506
H: 23.738 15.418 18.195  -0.004
H: 22.668 16.716 16.537  0.302
H: 22.417 18.383 16.733  0.252
C: 25.143 17.817 14.705  0.401
O: 24.161 18.747 14.154  -0.813
N: 25.101 17.256 15.849  0.233
N: 26.178 17.506 13.979  -0.203
H: 24.274 17.363 16.429  -0.115
H: 25.845 16.656 16.254  0.035
H: 26.235 17.791 12.953  0.247
H: 26.937 16.899 14.349  0.102
C: 21.701 13.989 23.887  -1.748
C: 21.808 14.422 22.431  0.496
C: 22.996 13.683 21.707  -0.833
O: 20.824 14.171 21.740  -0.491
H: 22.556 14.246 24.536  0.346
H: 21.623 12.940 24.037  0.413
H: 20.814 14.487 24.297  0.438
H: 21.898 15.547 22.576  0.317
H: 23.951 13.668 22.227  0.285
H: 23.207 14.181 20.756  -0.105
H: 22.720 12.620 21.518  0.355
H: 20.173 14.822 22.044  0.495
C: 26.571 13.522 21.097  -1.531
C: 26.025 13.694 19.712  1.548
C: 26.709 14.779 18.934  -1.545
O: 26.060 12.671 19.040  0.559
H: 27.655 13.275 21.024  0.287
H: 26.095 12.709 21.510  0.244
H: 26.315 14.405 21.761  0.110
H: 24.994 13.893 19.757  -0.187
H: 26.326 14.890 17.977  0.219
H: 27.839 14.654 18.903  0.368
H: 26.682 15.735 19.377  0.774
H: 25.182 12.635 18.630  -0.082
C: 26.341 9.904 21.104  -0.107
C: 25.946 8.677 20.308  0.148
C: 25.451 8.971 18.944  -1.443
O: 26.824 7.778 20.145  -0.558
H: 25.797 10.768 20.779  -0.598
H: 27.385 10.201 20.992  0.503
H: 26.151 9.805 22.214  0.145
H: 25.145 8.189 20.707  0.420
H: 25.195 8.061 18.468  0.439
H: 26.152 9.389 18.252  0.304
H: 24.611 9.677 18.919  0.221
H: 26.515 7.010 20.589  0.474
C: 24.948 10.683 24.827  -1.670
C: 23.570 10.636 24.231  1.697
C: 23.560 10.145 22.843  -1.106
O: 22.841 9.896 24.843  -0.466
H: 24.904 11.540 25.543  0.402
H: 25.733 10.924 24.175  0.328
H: 25.240 9.824 25.441  0.340
H: 23.215 11.678 24.121  -0.592
H: 24.043 9.192 22.608  0.226
H: 23.942 10.939 22.191  -0.134
H: 22.585 10.025 22.438  0.492
H: 22.379 10.413 25.540  0.414
C: 24.832 13.743 16.241  -0.074
C: 23.820 12.732 16.746  -0.328
C: 24.323 11.315 16.566  -0.747
O: 23.397 12.851 17.911  -0.459
H: 24.906 13.715 15.187  0.703
H: 25.854 13.564 16.540  -0.341
H: 24.666 14.761 16.491  -0.435
H: 22.999 12.851 16.085  0.736
H: 25.144 11.109 17.278  -0.143
H: 24.685 11.037 15.559  0.455
H: 23.496 10.596 16.864  0.323
H: 22.727 12.200 18.070  0.374
C: 29.077 16.620 14.431  -1.776
C: 28.578 16.252 15.760  0.823
C: 28.355 17.487 16.709  -1.358
O: 27.475 15.649 15.742  -0.296
H: 28.655 16.092 13.516  0.295
H: 30.137 16.584 14.375  0.302
H: 28.760 17.640 14.303  0.529
H: 29.229 15.528 16.244  0.570
H: 27.752 18.269 16.307  0.266
H: 29.257 18.020 16.973  0.461
H: 27.978 17.248 17.703  0.218
H: 27.731 14.695 15.966  0.050

Computed properties:
HOMO-LUMO gap	8.1	eV
F_max	14.2	eV/Å
LUMO level	0.126	eV
SMILES	NC(N)=O.NC(N)=O.NC(N)=O.CC(C)O.CC(C)O.CC(C)O.CC(C)O.CC(C)O.CC(C)O.CO

=====

[2]
Entry from the Open Molecules 2025 dataset: a molecular structure, C22H65AlFINO10 (the ωB97M-V functional and the def2-TZVPD basis).

Each line ends with the Mulliken charge.
Cartesian coordinates (Å):
C: -3.961 -0.138 3.273  -0.716
O: -3.120 -1.234 2.971  -0.400
C: -1.738 -0.864 3.079  -0.171
C: -0.806 -1.915 2.372  -0.896
C: -0.362 -1.369 0.977  0.467
C: 1.074 -1.834 0.549  -1.080
C: 1.167 -1.807 -1.009  0.075
C: 0.560 -0.526 -1.685  0.991
C: 1.244 0.844 -1.314  0.442
C: 0.547 1.963 -2.186  -1.135
C: -0.895 2.355 -1.710  0.511
C: -2.061 1.798 -2.611  -0.571
Al: -3.296 0.466 -1.689  0.094
N: -2.952 0.534 0.193  -0.184
I: -2.874 -1.951 -2.694  -0.491
C: -5.290 0.829 -1.973  0.417
C: -5.821 0.235 -3.333  -1.233
F: -5.681 2.183 -1.812  -0.358
H: -4.893 -0.165 2.681  0.246
H: -3.458 0.843 3.176  0.299
H: -4.251 -0.232 4.351  0.251
H: -1.515 -0.779 4.178  0.400
H: -1.583 0.126 2.598  0.236
H: 0.063 -2.053 3.041  0.351
H: -1.398 -2.833 2.202  0.346
H: -1.058 -1.768 0.208  -0.126
H: -0.377 -0.262 0.910  -0.079
H: 1.872 -1.250 1.047  0.280
H: 1.177 -2.876 0.924  0.271
H: 2.203 -2.004 -1.353  -0.092
H: 0.581 -2.686 -1.372  0.284
H: 0.681 -0.671 -2.784  0.348
H: -0.522 -0.398 -1.515  -1.439
H: 2.300 0.846 -1.642  -0.320
H: 1.118 1.096 -0.243  0.204
H: 0.611 1.707 -3.261  0.390
H: 1.191 2.865 -2.044  0.230
H: -0.995 2.120 -0.632  0.143
H: -0.942 3.458 -1.783  -0.337
H: -1.605 1.362 -3.534  -0.159
H: -2.694 2.649 -2.953  0.490
H: -3.686 1.105 0.608  0.159
H: -3.036 -0.416 0.554  0.064
H: -5.837 0.250 -1.188  0.118
H: -6.884 0.555 -3.420  0.371
H: -5.839 -0.871 -3.275  0.288
H: -5.207 0.534 -4.201  0.202
C: 1.035 5.083 0.305  -0.533
O: 0.418 5.147 -0.976  -0.443
H: 1.187 4.036 0.559  0.172
H: 2.003 5.593 0.283  0.282
H: 0.392 5.546 1.059  0.269
H: 0.291 6.076 -1.188  0.277
C: 5.185 -0.004 -1.554  -0.561
O: 4.063 -0.642 -2.156  -0.416
H: 4.839 0.892 -1.040  0.333
H: 5.654 -0.678 -0.830  0.206
H: 5.906 0.274 -2.318  0.195
H: 4.396 -1.427 -2.602  0.214
C: -1.304 -0.405 -6.371  -0.430
O: -2.652 -0.198 -5.990  -0.508
H: -1.243 -0.366 -7.459  0.285
H: -0.666 0.377 -5.948  0.197
H: -0.962 -1.386 -6.027  0.160
H: -2.679 -0.237 -5.025  0.140
C: -0.881 -1.413 7.580  -0.598
O: -0.559 -1.486 6.195  -0.475
H: -0.646 -0.413 7.940  0.159
H: -1.946 -1.605 7.723  0.291
H: -0.291 -2.146 8.139  0.301
H: -0.776 -2.373 5.900  0.266
C: -3.349 5.082 0.475  -0.412
O: -2.895 5.351 -0.843  -0.505
H: -4.436 5.126 0.480  0.263
H: -3.029 4.084 0.787  0.090
H: -2.956 5.832 1.171  0.292
H: -1.935 5.307 -0.829  0.267
C: 2.294 -3.567 -3.884  -0.194
O: 3.651 -3.595 -4.335  -0.546
H: 2.290 -3.571 -2.799  -0.091
H: 1.803 -2.659 -4.240  0.204
H: 1.759 -4.449 -4.249  0.392
H: 3.635 -3.589 -5.293  0.294
C: 4.250 -4.214 0.490  -0.442
O: 3.817 -3.054 1.186  -0.466
H: 3.937 -5.091 1.054  0.244
H: 3.797 -4.246 -0.505  0.078
H: 5.341 -4.216 0.398  0.308
H: 4.099 -2.291 0.674  0.256
C: -2.602 0.266 10.218  -0.599
O: -3.308 0.329 8.986  -0.474
H: -2.388 -0.777 10.445  0.226
H: -1.661 0.817 10.136  0.281
H: -3.209 0.690 11.024  0.298
H: -3.484 1.255 8.807  0.281
C: 9.003 -1.149 -2.863  -0.595
O: 7.586 -1.071 -2.982  -0.406
H: 9.265 -1.046 -1.812  0.222
H: 9.360 -2.115 -3.228  0.243
H: 9.474 -0.342 -3.431  0.265
H: 7.372 -1.163 -3.913  0.260

Computed properties:
HOMO-LUMO gap	6.6	eV
F_max	2.2	eV/Å
LUMO level	1.914	eV
total charge	-1

=====

[3]
Entry from the Open Molecules 2025 dataset: 10 unconnected molecules or ions with the total composition C22H65NO10 (the ωB97M-V functional and the def2-TZVPD basis).

Each line ends with the Mulliken charge.
Cartesian coordinates (Å):
C: 16.354 4.508 -10.180  0.242
C: 15.765 3.896 -11.433  -0.497
O: 14.802 2.872 -11.224  -0.562
H: 17.228 5.078 -10.543  -0.435
H: 16.923 3.806 -9.566  0.124
H: 15.709 5.258 -9.736  0.336
H: 16.509 3.527 -12.147  0.260
H: 15.282 4.732 -11.956  0.259
H: 15.171 2.028 -11.493  0.321
C: 18.488 5.836 -13.334  1.152
C: 18.055 5.401 -14.724  -0.674
O: 18.898 6.081 -15.673  -0.447
H: 18.225 6.869 -13.108  -0.308
H: 19.565 5.698 -13.249  -0.044
H: 17.870 5.218 -12.681  -0.709
H: 17.039 5.736 -14.942  0.294
H: 18.163 4.317 -14.789  0.413
H: 18.908 5.577 -16.491  0.232
C: 14.649 8.882 -7.069  -1.167
C: 15.728 9.466 -7.959  0.000
O: 17.013 9.260 -7.357  -0.552
H: 13.634 9.132 -7.377  0.365
H: 14.829 9.235 -6.053  0.273
H: 14.729 7.793 -7.050  0.250
H: 15.606 10.547 -8.067  0.313
H: 15.725 9.017 -8.957  0.184
H: 17.477 8.626 -7.923  0.385
C: 22.360 7.401 -5.688  -0.835
C: 21.026 8.037 -5.379  0.256
O: 20.854 8.143 -3.956  -0.602
H: 23.122 7.559 -4.933  0.384
H: 22.717 7.795 -6.644  0.220
H: 22.198 6.330 -5.832  0.155
H: 20.164 7.483 -5.768  -0.282
H: 20.833 9.017 -5.840  0.429
H: 19.950 8.427 -3.795  0.311
C: 19.998 3.989 -3.275  -1.491
C: 19.908 4.287 -4.747  0.549
O: 21.045 3.761 -5.411  -0.560
H: 20.955 4.308 -2.860  0.329
H: 19.880 2.926 -3.054  0.355
H: 19.216 4.498 -2.706  0.373
H: 19.836 5.372 -4.896  -0.119
H: 18.987 3.848 -5.155  0.276
H: 20.849 3.705 -6.356  0.375
C: 21.219 12.934 -10.891  -0.845
C: 20.534 13.293 -12.203  0.017
O: 19.126 13.474 -12.012  -0.532
H: 22.216 12.518 -11.036  0.294
H: 20.628 12.172 -10.381  0.136
H: 21.253 13.811 -10.240  0.366
H: 20.609 12.457 -12.899  -0.103
H: 20.977 14.178 -12.663  0.376
H: 18.993 14.326 -11.589  0.294
C: 18.848 9.876 -13.863  0.258
C: 20.141 9.648 -14.640  -0.029
O: 19.937 8.858 -15.784  -0.553
H: 18.531 8.943 -13.380  -0.408
H: 18.048 10.134 -14.557  0.430
H: 18.928 10.622 -13.071  -0.220
H: 20.905 9.235 -13.966  -0.059
H: 20.557 10.609 -14.950  0.333
H: 19.840 7.932 -15.541  0.307
C: 22.756 6.582 -13.450  -0.843
C: 23.018 5.734 -12.235  0.307
O: 23.634 6.568 -11.251  -0.587
H: 23.685 7.025 -13.801  0.426
H: 22.048 7.386 -13.226  -0.132
H: 22.307 6.010 -14.264  0.333
H: 23.716 4.934 -12.521  0.425
H: 22.137 5.236 -11.816  -0.240
H: 23.629 6.110 -10.406  0.301
C: 20.505 2.916 -10.478  -0.840
C: 20.302 2.757 -8.977  -0.215
O: 20.833 3.880 -8.245  -0.335
H: 19.891 2.172 -10.983  0.411
H: 21.568 2.765 -10.673  0.364
H: 20.201 3.910 -10.807  -0.042
H: 20.724 1.826 -8.594  0.302
H: 19.242 2.743 -8.707  0.215
H: 21.555 4.239 -8.769  0.128
C: 21.086 8.461 -9.888  -1.471
C: 19.730 8.608 -10.567  1.808
C: 18.768 7.459 -10.265  -0.329
O: 18.365 7.414 -8.900  -0.046
C: 18.965 6.450 -8.035  -0.263
N: 19.159 9.931 -10.310  -0.406
H: 21.004 8.298 -8.816  0.099
H: 21.735 9.318 -10.070  0.338
H: 21.609 7.657 -10.413  0.319
H: 19.886 8.563 -11.654  -1.022
H: 19.138 6.506 -10.652  -0.207
H: 17.834 7.718 -10.776  0.215
H: 18.830 5.416 -8.345  -0.118
H: 18.411 6.635 -7.110  0.297
H: 20.005 6.692 -7.818  0.098
H: 18.349 10.119 -10.891  0.321
H: 18.841 9.979 -9.345  0.202

Computed properties:
HOMO-LUMO gap	9.4	eV
F_max	2.2	eV/Å
LUMO level	0.086	eV
SMILES	COC[C@H](C)N.CCO.CCO.CCO.CCO.CCO.CCO.CCO.CCO.CCO

=====

[4]
Entry from the Open Molecules 2025 dataset: 10 unconnected molecules or ions with the total composition C22H66ClN4O13 (the ωB97M-V functional and the def2-TZVPD basis).

Each line ends with the Mulliken charge.
Cartesian coordinates (Å):
Cl: -0.968 -0.055 -0.930  1.598
O: -0.580 -0.643 0.309  -0.650
O: -0.548 1.293 -0.914  -0.651
O: -0.296 -0.770 -2.000  -0.642
O: -2.422 -0.017 -1.011  -0.657
O: -5.507 -0.695 4.219  -0.655
H: -4.836 -0.498 3.565  0.340
H: -6.153 0.004 4.117  0.314
O: 2.952 -2.742 -7.863  -0.645
H: 2.755 -2.640 -6.932  0.329
H: 3.789 -3.206 -7.881  0.316
C: 7.674 2.168 -3.908  -1.357
C: 6.245 2.794 -3.828  0.326
C: 5.533 2.921 -5.185  -0.631
O: 6.296 3.675 -6.102  -0.313
C: 5.755 3.847 -7.396  -0.751
N: 5.528 2.132 -2.784  -0.691
H: 8.016 2.001 -2.887  0.398
H: 8.309 2.896 -4.412  0.334
H: 7.650 1.249 -4.494  0.332
H: 6.333 3.854 -3.589  0.291
H: 4.625 3.502 -5.023  0.333
H: 5.308 1.893 -5.472  0.337
H: 5.137 3.037 -7.781  0.317
H: 6.585 4.044 -8.075  0.253
H: 5.130 4.737 -7.470  0.280
H: 4.539 2.332 -2.830  0.265
H: 5.613 1.158 -3.036  0.278
C: -0.477 -3.233 8.771  -1.330
C: -0.243 -3.859 7.408  0.424
C: 0.974 -4.758 7.370  -0.751
O: 0.810 -5.865 8.244  -0.318
C: 1.866 -6.792 8.146  -0.794
N: -1.425 -4.713 7.117  -0.717
H: -0.495 -3.963 9.579  0.312
H: -1.390 -2.638 8.759  0.358
H: 0.300 -2.501 8.991  0.349
H: -0.092 -3.079 6.663  0.304
H: 1.798 -4.072 7.566  0.338
H: 1.218 -5.242 6.424  0.427
H: 2.828 -6.368 8.435  0.300
H: 1.844 -7.225 7.146  0.324
H: 1.720 -7.699 8.732  0.272
H: -1.340 -4.945 6.138  0.257
H: -2.249 -4.134 7.039  0.246
C: -4.324 -6.382 -0.098  -1.425
C: -3.075 -7.085 -0.681  0.398
C: -2.884 -6.829 -2.161  -0.745
O: -1.769 -7.635 -2.561  -0.329
C: -1.026 -7.227 -3.691  -0.716
N: -1.913 -6.703 0.108  -0.749
H: -5.226 -6.764 -0.577  0.373
H: -4.277 -5.308 -0.279  0.345
H: -4.468 -6.584 0.963  0.360
H: -3.229 -8.161 -0.600  0.269
H: -2.667 -5.776 -2.339  0.371
H: -3.741 -7.084 -2.784  0.369
H: -0.800 -6.173 -3.530  0.315
H: -1.647 -7.163 -4.585  0.302
H: -0.112 -7.778 -3.908  0.248
H: -1.166 -7.067 -0.465  0.317
H: -1.845 -5.703 -0.009  0.297
C: -9.883 4.992 -1.527  -1.259
C: -9.097 6.310 -1.325  0.461
C: -9.945 7.595 -0.884  -0.593
O: -10.679 7.937 -2.121  -0.307
C: -11.255 9.282 -2.079  -0.767
N: -8.020 6.133 -0.320  -0.761
H: -10.559 4.656 -0.741  0.288
H: -9.219 4.141 -1.683  0.363
H: -10.463 5.059 -2.447  0.321
H: -8.564 6.595 -2.232  0.228
H: -9.277 8.434 -0.690  0.330
H: -10.521 7.333 0.003  0.315
H: -11.502 9.556 -3.105  0.266
H: -10.572 10.086 -1.804  0.311
H: -12.191 9.316 -1.522  0.283
H: -7.341 5.567 -0.808  0.273
H: -7.529 6.999 -0.148  0.249
C: 1.351 8.485 -2.108  -0.868
C: 0.033 8.813 -2.872  -0.352
O: -0.382 10.091 -2.487  -0.500
H: 1.525 7.421 -2.268  0.306
H: 1.133 8.586 -1.044  0.262
H: 2.179 9.074 -2.500  0.276
H: -0.724 8.070 -2.623  0.289
H: 0.283 8.845 -3.932  0.271
H: 0.008 10.609 -3.196  0.316
C: 7.807 -5.606 -0.429  -1.025
C: 6.270 -5.444 -0.463  -0.171
O: 5.765 -4.547 -1.440  -0.536
H: 8.284 -5.951 -1.346  0.298
H: 8.067 -6.214 0.438  0.327
H: 8.300 -4.658 -0.213  0.287
H: 5.924 -5.038 0.488  0.254
H: 5.815 -6.423 -0.615  0.254
H: 4.812 -4.436 -1.397  0.312
C: 4.616 1.067 5.834  -0.845
C: 5.380 0.260 4.823  -0.313
O: 6.392 1.034 4.169  -0.520
H: 5.321 1.368 6.609  0.253
H: 3.822 0.457 6.265  0.291
H: 4.140 1.943 5.393  0.258
H: 4.772 -0.144 4.014  0.307
H: 5.783 -0.646 5.277  0.245
H: 6.003 1.226 3.313  0.324

Computed properties:
HOMO-LUMO gap	7.8	eV
F_max	3.2	eV/Å
LUMO level	1.943	eV
total charge	-1